P:
The following is a quantum chemistry calculation of the molecule C2H5FN2, from the OMol25 dataset.

The geometry in ORCA input format:
```
! RIJCOSX wB97M-V def2-TZVPD def2/J DEFGRID3
* xyz 0 1
C -0.2395 0.2451 -0.1291
C 0.8462 -0.3305 0.6365
H -1.8512 0.0333 -1.2459
H -1.3786 -1.4497 -0.4286
H 0.4199 2.0722 0.0233
H 1.3282 0.5344 1.0804
H 0.5755 -0.9278 1.4817
N -1.0918 -0.5749 -0.8834
N -0.3354 1.5059 -0.3317
F 1.7267 -1.1082 -0.2033
*
```

Output
SMILES: [H]/N=C(/N)CF

=====

Q:
The following is a quantum chemistry calculation of a structure of composition C2H5FN2, from the OMol25 dataset.

The geometry in ORCA input format:
```
! RIJCOSX wB97M-V def2-TZVPD def2/J DEFGRID3
* xyz 0 1
C -0.0520 -0.4905 0.1302
C -0.6502 0.9587 -0.2100
H 1.5966 -1.7039 0.2713
H 2.0044 0.1228 0.4195
H -1.8032 -1.2508 0.0004
H -1.5390 0.8927 -1.1058
H -0.7787 1.7760 0.7465
N 1.3359 -0.6127 0.0484
N -0.6702 -1.4750 0.6100
F 0.5564 1.7827 -0.9105
*
```

=====

R:
The following is a quantum chemistry calculation of a cluster of 2 separate species, C2H5FN2 in total, from the OMol25 dataset.

The geometry in ORCA input format:
```
! RIJCOSX wB97M-V def2-TZVPD def2/J DEFGRID3
* xyz 0 1
C 0.1305 0.5290 -1.7243
C -0.5858 -1.0373 0.8443
N -0.2997 0.7766 -0.5609
N -0.1502 0.0816 0.5620
F 0.2758 1.9795 2.6233
H 0.8019 -0.2353 -1.9171
H -0.1139 1.2307 -2.5215
H -0.0575 -1.6322 1.4963
H -0.0486 1.6938 1.8169
H -1.3282 -1.6166 0.2323
*
```

Output
SMILES: C=NN=C.F

=====

S:
The following is a quantum chemistry calculation of a cluster of 2 separate species, C2H5FN2 in total, from the OMol25 dataset.

The geometry in ORCA input format:
```
! RIJCOSX wB97M-V def2-TZVPD def2/J DEFGRID3
* xyz 0 1
C -1.8446 0.9555 -0.9452
C 1.7431 -0.8017 0.4709
N -1.5434 1.0106 0.2753
N -1.2653 1.1579 1.3688
F 2.0068 -2.1200 0.2079
H -1.5427 -0.0114 -1.3995
H -2.5170 1.4913 -1.4514
H 2.4686 -0.5910 1.2115
H 1.8259 -0.3458 -0.4685
H 0.6687 -0.7453 0.7300
*
```

=====

Stability, highest: P

=====

P:
The following is a quantum chemistry calculation of a cluster of 3 separate species, C3H7O2 in total, from the OMol25 dataset.

The geometry in ORCA input format:
```
! RIJCOSX wB97M-V def2-TZVPD def2/J DEFGRID3
* xyz -1 1
C 1.4879 -0.6450 -0.4248
O 2.5473 -1.0872 -0.8735
H 1.2724 0.4420 -0.0755
H 0.4557 -1.1339 -0.6047
H 4.1935 0.9427 1.5298
C -3.0293 0.2604 -0.5132
C -1.9703 -0.1617 0.2314
O -0.8056 0.3644 0.3054
H -4.0798 -0.1921 -0.6100
H -2.7508 1.0327 -1.2899
H -2.2136 -0.8765 1.0028
H 4.8927 1.0543 1.3222
*
```

=====

Q:
The following is a quantum chemistry calculation of the ion C3H7O2 with charge -1, from the OMol25 dataset.

The geometry in ORCA input format:
```
! RIJCOSX wB97M-V def2-TZVPD def2/J DEFGRID3
* xyz -1 1
C 1.0662 -1.3983 -0.6656
O 0.3246 -0.8576 0.3708
H 2.1529 -1.3270 -0.4752
H 0.9120 -0.8692 -1.6102
H 0.8329 -2.4699 -0.7762
O 0.1788 1.1918 -0.8544
C -0.4861 0.3834 -0.1046
C -0.9581 0.8996 1.2684
H -1.3571 -0.1282 -0.6044
H -1.7596 0.2606 1.6448
H -0.1107 0.9033 1.9506
H -1.3081 1.9236 1.1688
*
```

Output
SMILES: CO[C@@H](C)[O-]

=====

R:
The following is a quantum chemistry calculation of the ion C3H7O2 with charge -1, from the OMol25 dataset.

The geometry in ORCA input format:
```
! RIJCOSX wB97M-V def2-TZVPD def2/J DEFGRID3
* xyz -1 1
C -0.2051 0.2981 -0.4141
C 0.0157 -1.0520 0.1806
O -0.6716 -2.2239 -0.3500
C 0.3719 1.4447 0.3954
O 0.0214 2.7049 0.1824
H 0.1532 0.4927 -1.4558
H -1.2867 0.5434 -0.5208
H -0.3075 -1.0694 1.3031
H 1.0141 -1.3466 0.0535
H -0.9233 -2.0354 -1.2398
H 1.6243 1.1566 0.4374
H 0.1937 1.0868 1.4280
*
```

Output
SMILES: [O-]CCCO

=====

S:
The following is a quantum chemistry calculation of a cluster of 3 separate species, C3H7O2 in total, from the OMol25 dataset.

The geometry in ORCA input format:
```
! RIJCOSX wB97M-V def2-TZVPD def2/J DEFGRID3
* xyz -1 1
C 2.0320 0.9287 0.2404
O 3.1097 1.3588 -0.0911
H 1.0570 1.1758 -0.2176
H 1.8983 0.2516 1.0507
H -6.6315 -1.9078 -1.8240
C -2.1842 -0.0826 -0.2524
C -1.1761 -0.9941 -0.0716
O -0.1327 -0.8645 0.6422
H -3.0360 -0.2889 -0.8899
H -2.1969 0.7911 0.3863
H -1.2584 -1.9470 -0.6437
H -6.2126 -1.6498 -1.2671
*
```

=====

Stability, highest: Q

=====

P:
The following is a quantum chemistry calculation of the molecule C6H9I, from the OMol25 dataset.

The geometry in ORCA input format:
```
! RIJCOSX wB97M-V def2-TZVPD def2/J DEFGRID3
* xyz 0 1
C 0.5945 -0.4437 -1.7277
C -0.5321 0.4240 -1.1186
C 1.4079 -0.9983 -0.6709
C 0.6859 -0.6506 0.6646
C -0.1758 0.6138 0.3534
C -1.3977 0.7406 1.3004
I -1.8901 1.5711 -2.2004
H 0.7353 -0.5429 -2.8176
H 1.6166 -2.1908 -0.6840
H 2.5086 -0.6778 -0.4724
H -0.0641 -1.3551 0.9341
H 1.3834 -0.5389 1.5354
H 0.3070 1.5782 0.3816
H -1.6611 -0.1591 1.8753
H -2.2763 1.0319 0.6883
H -1.2422 1.5975 1.9586
*
```

Output
SMILES: C[C@H]1CCC=C1I

=====

Q:
The following is a quantum chemistry calculation of the molecule C6H9I, from the OMol25 dataset.

The geometry in ORCA input format:
```
! RIJCOSX wB97M-V def2-TZVPD def2/J DEFGRID3
* xyz 0 1
C -0.3943 1.3774 -0.5348
C -0.5487 -0.7517 0.2913
C 0.5416 0.3024 0.0968
C -0.6586 0.7673 0.7863
C -1.3860 -1.5082 -0.7677
C 1.9908 0.2360 0.3625
I -0.9867 1.7789 2.5576
H -0.0005 2.3926 -0.7717
H -0.9095 1.0756 -1.4871
H -0.2472 -1.2294 1.1684
H -1.3059 -1.1350 -1.7009
H -2.3791 -1.3122 -0.5424
H -1.0178 -2.5709 -0.8169
H 2.2371 -0.5838 0.9768
H 2.3399 0.9696 0.9360
H 2.7250 0.1914 -0.5542
*
```

Output
SMILES: C[C@@H]1[C@]2(I)C[C@]12C

=====

Stability, highest: P

=====

P:
The following is a quantum chemistry calculation of the molecule C6H8, from the OMol25 dataset.

The geometry in ORCA input format:
```
! RIJCOSX wB97M-V def2-TZVPD def2/J DEFGRID3
* xyz 0 1
C 2.0368 0.1023 -0.5717
C 0.9425 0.9052 -0.0191
C 0.1132 1.7164 0.4762
C -0.5173 0.2314 0.8447
C -1.9211 0.0010 0.3441
C -0.8675 -0.9714 -0.0417
H 2.5281 -0.4931 0.2043
H 2.7796 0.7868 -0.9942
H 1.6958 -0.5642 -1.3706
H -0.3495 -0.0116 1.8902
H -2.6561 -0.2890 1.0899
H -2.2771 0.6955 -0.4101
H -0.8522 -1.9490 0.4323
H -0.5302 -0.9672 -1.0740
*
```

=====

Q:
The following is a quantum chemistry calculation of the molecule C6H8, from the OMol25 dataset.

The geometry in ORCA input format:
```
! RIJCOSX wB97M-V def2-TZVPD def2/J DEFGRID3
* xyz 0 1
C -1.7869 1.3882 -0.2878
C -0.1484 -0.7406 -0.2979
C -2.2506 2.4288 0.3951
C -0.4758 0.6754 -0.3002
C 0.5619 -1.8266 -0.3551
C 1.9257 -1.7495 0.2208
H -3.1557 2.8520 0.0017
H -1.7645 2.9893 1.1673
H -0.0692 0.9310 0.7096
H 0.0672 1.0527 -1.1544
H 0.3001 -2.7802 -0.9866
H 2.1287 -0.7770 0.5361
H 2.6692 -1.7664 -0.5159
H 1.9983 -2.6771 0.8676
*
```

=====

Stability, highest: P

=====

P:
The following is a quantum chemistry calculation of a structure of composition C6H8, from the OMol25 dataset.

The geometry in ORCA input format:
```
! RIJCOSX wB97M-V def2-TZVPD def2/J DEFGRID3
* xyz 0 1
C 1.2190 -1.2277 0.3841
C -0.1642 -0.8124 0.0135
C -0.4738 1.2907 -0.1771
C -0.8492 0.2096 0.8720
C -0.5897 -0.9606 -1.3074
C -0.5132 0.4110 -1.4469
H 1.7179 -0.4539 0.9864
H 1.7810 -1.4229 -0.5326
H 1.1755 -2.1446 0.9731
H -1.1512 2.1411 -0.2584
H 0.5280 1.6721 0.0803
H -0.4321 0.3327 1.8773
H -1.9302 0.0703 0.9421
H -0.3177 0.8944 -2.4062
*
```

=====

Q:
The following is a quantum chemistry calculation of a cluster of 4 separate species, C6H8 in total, from the OMol25 dataset.

The geometry in ORCA input format:
```
! RIJCOSX wB97M-V def2-TZVPD def2/J DEFGRID3
* xyz 0 1
C -1.7124 -0.8130 -2.2446
C -0.9420 -0.1699 -1.2115
C -0.2314 0.2223 -0.3323
C 0.5882 0.5867 0.8108
C 0.8846 -0.4921 1.8218
C 1.1497 1.7392 0.8926
H -1.8413 0.6003 -3.3650
H -3.2094 -1.2812 -1.2414
H -0.8622 -2.1663 -2.8928
H 2.0458 -0.3351 2.2957
H 0.0163 -0.6961 2.4942
H 1.0756 -1.4822 1.2071
H 1.0456 2.4632 0.0963
H 1.9928 1.8242 1.6692
*
```

=====

R:
The following is a quantum chemistry calculation of the molecule C6H8, from the OMol25 dataset.

The geometry in ORCA input format:
```
! RIJCOSX wB97M-V def2-TZVPD def2/J DEFGRID3
* xyz 0 1
C -0.1095 1.0925 0.1704
C -0.3815 0.1047 -0.8124
C -0.1724 2.2131 0.8363
C -1.3231 -0.3153 -1.6373
C 0.8600 -0.3536 -0.1264
C 0.8042 -1.5385 0.7900
H 0.5050 2.4595 1.6401
H -0.9265 2.9497 0.5955
H -1.2269 -1.2389 -2.1841
H -2.2269 0.2504 -1.7996
H 1.8250 -0.0702 -0.5161
H 1.4870 -1.4334 1.6325
H 1.0877 -2.4348 0.2312
H -0.2022 -1.6852 1.1799
*
```

Output
SMILES: C=C1C(=C)C1C

=====

Stability, highest: R

=====

P:
The following is a quantum chemistry calculation of the molecule C6H8, from the OMol25 dataset.

The geometry in ORCA input format:
```
! RIJCOSX wB97M-V def2-TZVPD def2/J DEFGRID3
* xyz 0 1
C 1.1808 2.1974 0.2796
C 0.1310 1.7209 0.6267
C -0.9555 0.7575 0.7681
C -0.5708 -0.2934 -0.3246
C -0.3872 -1.7829 -0.3268
C 0.8111 -0.8319 -0.5374
H 2.0613 2.7451 0.0580
H -1.0183 0.4166 1.8136
H -1.9272 1.2395 0.5642
H -0.9591 0.0143 -1.2963
H -0.9626 -2.3575 -1.0617
H -0.2538 -2.3413 0.5938
H 1.4997 -0.8598 0.3101
H 1.3507 -0.6244 -1.4674
*
```

Output
SMILES: C#CCC1CC1

=====

Q:
The following is a quantum chemistry calculation of the molecule C6H8, from the OMol25 dataset.

The geometry in ORCA input format:
```
! RIJCOSX wB97M-V def2-TZVPD def2/J DEFGRID3
* xyz 0 1
C 1.5253 0.2808 0.3720
C 0.1245 0.7331 0.7253
C -0.6347 1.2334 -0.4297
C -1.0383 -0.1225 0.2941
C -0.8026 -1.3920 -0.3409
C -0.6231 -2.4442 -0.9033
H 1.5367 -0.2625 -0.5790
H 1.9755 -0.3529 1.1375
H 2.1426 1.1789 0.2511
H 0.0470 1.2792 1.6600
H -0.3064 1.1172 -1.4472
H -1.3063 2.0730 -0.2225
H -2.0253 0.2877 0.1863
H -0.4812 -3.3584 -1.4362
*
```

Output
SMILES: C#C[C@@H]1C[C@@H]1C

=====

Stability, highest: P